[1]
Molecular formula: C4H12NO2P
Method: DFT, ωB97M-V/def2-TZVPD

Properties
energy above the lowest of the compared OMol25 structures with the same formula, charge and spin	268.3	kJ/mol
E_tot	-706.13742	hartree
HOMO energy	-8.2	eV
LUMO energy	0.0252	Eh

ORCA input file:
```
! RIJCOSX wB97M-V def2-TZVPD def2/J DEFGRID3
* xyz 0 1
C 0.10 -0.88 1.65
C 1.98 0.72 1.65
C -2.31 0.27 -1.08
C 1.37 0.60 -2.29
N 1.17 -0.29 0.90
O -0.28 2.05 -0.34
O -1.00 -0.02 -1.54
P 0.16 0.74 -0.82
H -0.29 -0.26 2.53
H -0.66 -1.26 1.02
H 0.52 -1.80 2.14
H 1.23 1.66 1.71
H 2.09 0.38 2.65
H 2.81 1.03 1.10
H -2.66 1.29 -1.41
H -2.37 0.07 -0.05
H -2.92 -0.26 -1.75
H 1.71 -0.37 -2.41
H 0.65 0.74 -3.17
H 2.06 1.44 -2.23
*
```



[2]
Molecular formula: C22H39N4O6
Method: DFT, ωB97M-V/def2-TZVPD

Properties
E_tot	-1531.33470	hartree
HOMO energy	-11.6	eV
LUMO energy	-0.1488	Eh

ORCA input file:
```
! RIJCOSX wB97M-V def2-TZVPD def2/J DEFGRID3
* xyz 1 1
C 5.45 -2.61 3.62
C 5.94 -1.53 2.44
C 4.62 -1.36 1.45
O 4.56 -0.01 0.81
N 3.29 0.43 0.94
C 2.70 1.55 1.81
N 1.20 1.65 1.66
C 0.16 2.53 2.30
C -0.97 3.11 1.21
C -2.51 3.02 1.75
C -3.28 1.60 1.44
C -3.46 1.25 -0.15
C -3.59 -0.36 -0.43
C -5.11 -0.97 -0.30
C -5.04 -2.23 0.80
C -4.75 -1.68 2.33
C -5.48 -2.60 3.49
O -4.68 -2.67 4.75
C -4.81 -1.43 5.53
C 0.91 0.54 0.66
N -0.41 0.08 0.10
C 2.22 -0.30 0.13
N 2.30 -1.46 -0.83
C 3.01 -1.11 -1.97
O 3.34 -0.86 -3.26
H 6.36 -3.13 4.14
H 4.79 -1.96 4.36
H 4.75 -3.40 3.07
H 6.17 -0.53 3.01
H 6.86 -1.98 1.86
H 4.63 -2.19 0.60
H 3.68 -1.60 2.12
H 3.32 2.27 2.53
H 0.74 3.43 2.81
H -0.42 1.88 3.10
H -0.72 4.28 1.13
H -0.80 2.69 0.12
H -3.13 3.91 1.28
H -2.53 3.19 2.93
H -4.38 1.72 1.89
H -2.82 0.67 1.99
H -2.50 1.62 -0.73
H -4.43 1.76 -0.62
H -2.93 -0.92 0.36
H -3.16 -0.58 -1.51
H -5.35 -1.50 -1.33
H -5.94 -0.18 -0.02
H -6.03 -2.87 0.78
H -4.16 -2.97 0.53
H -3.59 -1.72 2.53
H -5.06 -0.55 2.35
H -6.53 -2.14 3.75
H -5.56 -3.70 3.08
H -5.69 -1.45 6.32
H -3.83 -1.21 6.17
H -4.95 -0.46 4.85
H -0.35 -0.87 -0.33
H -1.03 -0.04 0.96
C 4.03 0.88 -5.61
C 3.69 0.61 -7.06
C 4.61 1.28 -8.03
O 3.80 1.41 -9.18
C 2.51 1.48 -8.73
O 1.55 1.78 -9.42
O 2.43 1.16 -7.41
H 4.97 0.41 -5.32
H 4.11 1.96 -5.42
H 3.23 0.51 -4.96
H 3.64 -0.48 -7.23
H 5.50 0.67 -8.26
H 4.93 2.28 -7.72
*
```



[3]
Molecular formula: CH3BrN2
Method: DFT, ωB97M-V/def2-TZVPD

Properties
energy above the lowest of the compared OMol25 structures with the same formula, charge and spin	84.9	kJ/mol
E_tot	-2723.32507	hartree
HOMO energy (spin up / spin down)	-8.2 / -8.4	eV
LUMO energy (spin up / spin down)	-0.0725 / -0.0569	Eh

ORCA input file:
```
! RIJCOSX wB97M-V def2-TZVPD def2/J DEFGRID3
* xyz 0 1
C 0.67 -0.13 -0.53
N 0.27 0.77 0.44
N -0.44 0.96 1.29
Br -2.97 -0.50 0.95
H 1.50 -0.84 -0.08
H 1.22 0.54 -1.32
H -0.25 -0.79 -0.75
*
```



[4]
Molecular formula: C5H8N
Method: DFT, ωB97M-V/def2-TZVPD

Properties
<S²>	2.008
energy above the lowest of the compared OMol25 structures with the same formula, charge and spin	396.6	kJ/mol
E_tot	-249.54501	hartree
HOMO energy (spin up / spin down)	-9.7 / -16.2	eV
LUMO energy (spin up / spin down)	-0.1902 / -0.2490	Eh

ORCA input file:
```
! RIJCOSX wB97M-V def2-TZVPD def2/J DEFGRID3
* xyz 1 3
C 1.55 1.58 0.26
C -1.72 -0.74 -1.93
C 0.87 0.91 1.23
C -0.05 -1.12 -0.13
C -0.14 -0.26 1.17
N -0.89 -0.95 -0.98
H 2.25 2.36 0.46
H 1.29 1.51 -0.76
H -1.30 -0.09 -2.63
H -2.71 -1.10 -2.16
H 1.26 1.11 2.27
H 0.54 -2.04 0.10
H -1.15 -0.08 1.25
H 0.21 -1.06 1.85
*
```



[5]
Molecular formula: C22H53F4O7S
Method: DFT, ωB97M-V/def2-TZVPD

Properties
E_tot	-2193.93527	hartree
HOMO energy	-11.4	eV
LUMO energy	-0.1395	Eh

ORCA input file:
```
! RIJCOSX wB97M-V def2-TZVPD def2/J DEFGRID3
* xyz 1 1
C 4.96 -1.93 -0.92
C 4.67 -0.93 -0.33
S 4.48 0.61 0.44
C 3.53 1.64 -0.76
C 2.01 1.48 -0.52
C 1.18 1.46 -1.80
F 0.01 0.89 -1.51
F 0.95 2.69 -2.21
F 1.73 0.74 -2.76
C 6.15 1.27 0.71
C 6.96 1.86 -0.47
C 6.60 1.46 -1.90
F 6.95 3.24 -0.36
H 5.49 -2.64 -1.52
H 3.81 1.26 -1.74
H 3.87 2.67 -0.63
H 1.82 0.58 0.10
H 1.68 2.34 0.08
H 6.05 2.05 1.48
H 6.74 0.48 1.19
H 8.01 1.57 -0.31
H 5.78 2.11 -2.25
H 7.46 1.70 -2.53
H 6.29 0.42 -2.03
C -3.33 -0.01 -0.28
C -4.23 0.81 -1.17
O -3.77 2.16 -1.23
H -3.30 0.41 0.73
H -3.67 -1.05 -0.22
H -2.30 0.00 -0.65
H -5.25 0.82 -0.79
H -4.25 0.40 -2.19
H -2.88 2.15 -1.59
C -6.14 -2.34 -3.24
C -5.63 -3.24 -2.13
O -6.61 -4.21 -1.79
H -7.06 -1.84 -2.93
H -5.40 -1.58 -3.51
H -6.38 -2.92 -4.14
H -5.41 -2.66 -1.24
H -4.71 -3.75 -2.44
H -6.79 -4.73 -2.58
C -0.94 -2.84 1.89
C -0.73 -1.41 2.36
O 0.29 -0.77 1.59
H -0.01 -3.40 1.99
H -1.71 -3.33 2.48
H -1.22 -2.86 0.84
H -0.43 -1.38 3.41
H -1.66 -0.83 2.26
H 0.01 -0.79 0.67
C -1.21 3.75 3.25
C -0.95 2.38 2.65
O -2.15 1.82 2.13
H -1.95 3.67 4.06
H -0.30 4.19 3.65
H -1.63 4.43 2.50
H -0.55 1.70 3.40
H -0.22 2.46 1.83
H -2.49 2.42 1.46
C -2.29 -1.14 -3.69
C -1.81 -2.52 -3.28
O -2.66 -3.54 -3.80
H -3.30 -0.97 -3.35
H -1.64 -0.37 -3.27
H -2.29 -1.04 -4.78
H -1.83 -2.62 -2.19
H -0.79 -2.70 -3.63
H -2.64 -3.47 -4.76
C 0.83 -4.91 -1.04
C 0.54 -6.18 -1.80
O -0.86 -6.45 -1.83
H 0.47 -4.99 -0.01
H 1.91 -4.70 -1.01
H 0.33 -4.05 -1.50
H 1.03 -7.03 -1.33
H 0.90 -6.11 -2.84
H -1.30 -5.71 -2.25
C 1.75 5.53 6.96
C 1.71 6.39 5.71
O 0.61 6.03 4.88
H 1.82 4.47 6.70
H 2.60 5.79 7.59
H 0.83 5.65 7.54
H 2.62 6.25 5.12
H 1.63 7.45 5.97
H -0.20 6.17 5.39
*
```



[6]
Molecular formula: C3H4N2O
Method: DFT, ωB97M-V/def2-TZVPD

Properties
energy above the lowest of the compared OMol25 structures with the same formula, charge and spin	130.1	kJ/mol
E_tot	-301.43768	hartree
HOMO energy	-8.7	eV
LUMO energy	0.0290	Eh

ORCA input file:
```
! RIJCOSX wB97M-V def2-TZVPD def2/J DEFGRID3
* xyz 0 1
O 2.07 -0.09 -0.19
C 0.71 0.06 -0.13
C 0.00 1.27 -0.29
N -1.30 1.08 -0.09
N -1.42 -0.23 0.16
C -0.24 -0.89 0.13
H 2.29 -0.89 0.30
H 0.36 2.24 -0.58
H -2.30 -0.58 0.50
H -0.16 -1.97 0.19
*
```